Record 1
The following is a DFT calculation (the ωB97M-V functional and the def2-TZVPD basis) of a molecular structure, C30H83CrF3N5O12.

```
134
Properties=species:S:1:pos:R:3
Cr -20.16 -7.95 -16.53
C -17.23 -6.83 -17.21
O -16.20 -7.12 -16.33
O -18.32 -7.43 -16.75
C -17.47 -5.37 -17.43
F -18.45 -5.18 -18.35
F -17.86 -4.63 -16.32
F -16.37 -4.77 -17.90
C -14.86 -6.80 -16.73
C -13.85 -7.60 -15.91
H -12.82 -7.34 -16.19
H -13.92 -7.32 -14.87
H -14.02 -8.65 -16.12
H -14.71 -5.71 -16.70
H -14.68 -7.10 -17.78
H -17.00 -7.30 -18.18
C -19.62 -2.42 -21.54
C -19.78 -3.34 -20.33
O -20.83 -2.88 -19.45
H -20.44 -2.52 -22.25
H -18.71 -2.59 -22.13
H -19.54 -1.37 -21.25
H -18.82 -3.38 -19.79
H -19.96 -4.37 -20.63
H -20.44 -2.24 -18.85
C -17.24 -1.53 -14.43
C -18.09 -0.81 -15.47
C -18.93 -1.76 -16.49
O -19.88 -1.06 -17.15
C -19.42 0.00 -18.01
N -18.92 0.10 -14.78
H -17.84 -2.20 -13.80
H -16.73 -0.82 -13.79
H -16.49 -2.20 -14.85
H -17.46 -0.15 -16.11
H -19.40 -2.47 -15.81
H -18.19 -2.27 -17.11
H -18.88 -0.42 -18.87
H -18.71 0.65 -17.49
H -20.29 0.54 -18.35
H -19.38 -0.29 -13.95
H -19.59 0.60 -15.37
C -14.04 -14.83 -16.15
C -13.02 -13.75 -16.45
C -12.81 -12.73 -15.36
O -12.35 -11.53 -15.89
C -12.16 -10.49 -14.93
N -11.69 -14.29 -16.89
H -15.04 -14.39 -16.05
H -13.83 -15.33 -15.20
H -14.00 -15.61 -16.90
H -13.44 -13.17 -17.31
H -12.04 -13.15 -14.68
H -13.68 -12.60 -14.69
H -11.33 -10.66 -14.23
H -13.03 -10.27 -14.27
H -12.11 -9.56 -15.50
H -11.77 -14.87 -17.73
H -11.17 -13.47 -17.23
C -15.43 -0.86 -21.81
C -15.37 -0.93 -20.29
C -16.11 0.25 -19.68
O -16.26 0.18 -18.25
C -15.09 0.57 -17.56
N -16.03 -2.21 -19.86
H -14.82 -0.04 -22.21
H -16.45 -0.71 -22.19
H -14.99 -1.77 -22.22
H -14.32 -0.87 -19.99
H -17.15 0.15 -20.04
H -15.72 1.22 -20.00
H -14.20 0.16 -18.04
H -15.14 0.22 -16.53
H -14.98 1.66 -17.55
H -16.52 -2.03 -18.98
H -16.82 -2.30 -20.51
C -19.43 -7.04 -12.47
C -20.34 -7.15 -13.68
C -20.30 -5.84 -14.45
O -20.65 -6.03 -15.83
C -21.19 -4.87 -16.46
N -19.85 -8.27 -14.54
H -18.39 -6.89 -12.79
H -19.46 -7.93 -11.84
H -19.71 -6.21 -11.80
H -21.37 -7.37 -13.40
H -19.30 -5.39 -14.37
H -20.96 -5.11 -13.98
H -21.50 -5.06 -17.48
H -20.39 -4.13 -16.56
H -21.99 -4.40 -15.89
H -18.80 -8.23 -14.51
H -20.05 -9.14 -14.04
C -13.70 -0.70 -12.41
C -14.46 -1.48 -11.41
C -14.74 -2.90 -11.81
O -15.57 -3.54 -10.90
C -15.93 -4.83 -11.29
N -13.81 -1.49 -10.11
H -13.39 0.27 -12.03
H -14.30 -0.59 -13.32
H -12.79 -1.17 -12.79
H -15.47 -1.02 -11.29
H -13.76 -3.41 -11.94
H -15.14 -2.98 -12.84
H -16.82 -5.07 -10.72
H -15.12 -5.50 -10.98
H -16.04 -4.92 -12.38
H -13.55 -0.60 -9.72
H -14.37 -1.98 -9.43
C -16.13 -9.73 -13.61
O -17.02 -8.88 -14.36
H -15.41 -10.22 -14.27
H -15.54 -9.17 -12.88
H -16.74 -10.47 -13.09
H -16.54 -8.41 -15.08
C -13.51 -4.44 -18.91
O -13.93 -4.20 -20.22
H -12.56 -4.98 -18.98
H -13.41 -3.54 -18.29
H -14.15 -5.21 -18.48
H -14.65 -3.55 -20.23
C -12.69 -10.25 -18.92
O -13.96 -10.90 -18.85
H -11.95 -10.86 -19.45
H -12.83 -9.30 -19.44
H -12.32 -9.98 -17.93
H -13.91 -11.52 -18.11
C -9.12 -7.45 -15.34
O -10.05 -7.21 -16.39
H -8.50 -8.30 -15.64
H -8.40 -6.62 -15.28
H -9.52 -7.70 -14.36
H -10.75 -6.60 -16.15
```

The value obtained for the frontier orbital gap (spin up / spin down) is 6.2622 / 2.1415 eV. Its highest occupied orbital energy (spin up / spin down) is -12.010 / -12.010 eV. As for the spin multiplicity: 4. Its total charge is +2. The expectation value of S² is 4.2469.

---

Record 2
The following is a DFT calculation (the ωB97M-V functional and the def2-TZVPD basis) of 9 unconnected molecules or ions with the total composition C30H84N6O12.

```
132
Properties=species:S:1:pos:R:3
C 3.17 -3.60 3.50
C 2.80 -2.18 3.83
O 2.25 -2.13 5.13
O 3.98 -4.23 4.51
H 3.70 -3.66 2.55
H 2.26 -4.19 3.42
H 2.08 -1.88 3.07
H 3.71 -1.59 3.91
H 3.05 -2.14 5.67
H 3.66 -5.13 4.55
C -0.80 -3.35 -2.05
C -1.47 -2.87 -3.36
O -1.69 -1.45 -3.28
O -1.79 -3.44 -1.04
H 0.12 -2.80 -1.87
H -0.45 -4.38 -2.14
H -2.43 -3.37 -3.52
H -0.96 -3.08 -4.29
H -2.60 -1.26 -3.02
H -1.96 -2.51 -0.87
C -0.88 2.35 -5.50
C 0.66 2.33 -5.45
O 1.19 2.37 -4.18
O -1.34 3.53 -5.04
H -1.17 1.55 -4.82
H -1.25 2.08 -6.49
H 1.09 3.05 -6.15
H 0.99 1.41 -5.95
H 0.66 1.94 -3.50
H -2.30 3.51 -5.04
C 0.17 2.86 2.04
C -0.94 3.12 3.06
C -0.68 2.97 4.52
O -0.26 1.61 4.85
C -1.30 0.62 4.94
N -1.29 4.51 2.89
H -0.05 2.97 0.98
H 0.41 1.80 2.05
H 1.09 3.41 2.26
H -1.84 2.54 2.83
H -1.49 3.25 5.19
H 0.15 3.58 4.87
H -2.00 0.73 5.77
H -0.77 -0.32 5.10
H -1.79 0.49 3.98
H -0.61 5.22 3.10
H -1.40 4.69 1.90
C 3.62 1.16 -0.12
C 3.78 -0.18 0.56
C 2.99 -1.25 -0.26
O 3.28 -2.55 0.28
C 2.64 -3.71 -0.45
N 5.19 -0.47 0.49
H 3.80 1.15 -1.19
H 4.24 1.92 0.34
H 2.56 1.38 0.01
H 3.59 -0.15 1.64
H 3.19 -1.24 -1.33
H 1.92 -1.10 -0.24
H 2.04 -4.26 0.27
H 3.32 -4.42 -0.92
H 2.06 -3.39 -1.32
H 5.32 -1.43 0.78
H 5.50 -0.44 -0.47
C 4.61 -4.49 -3.48
C 3.29 -4.22 -4.27
C 3.15 -2.81 -4.81
O 2.91 -1.84 -3.76
C 2.51 -0.55 -4.21
N 3.38 -5.14 -5.39
H 4.82 -3.71 -2.75
H 5.43 -4.57 -4.20
H 4.53 -5.33 -2.79
H 2.46 -4.37 -3.58
H 2.32 -2.83 -5.50
H 3.90 -2.22 -5.34
H 3.24 -0.16 -4.91
H 2.58 0.20 -3.43
H 1.55 -0.53 -4.73
H 3.81 -5.99 -5.07
H 2.43 -5.46 -5.53
C -4.08 -3.02 1.94
C -4.14 -3.87 3.19
C -4.49 -2.99 4.41
O -3.34 -2.32 4.85
C -2.58 -2.96 5.91
N -4.99 -5.01 2.96
H -3.25 -2.34 2.08
H -4.93 -2.35 1.79
H -3.81 -3.51 1.01
H -3.19 -4.36 3.38
H -5.03 -3.57 5.16
H -5.32 -2.36 4.09
H -2.05 -2.21 6.50
H -2.11 -3.88 5.57
H -3.27 -3.41 6.63
H -4.48 -5.67 2.39
H -5.73 -4.87 2.28
C -1.89 2.13 -1.74
C -0.78 1.25 -1.15
C -1.10 0.20 -0.04
O -0.02 -0.21 0.76
C -0.44 -1.03 1.90
N -0.05 0.52 -2.18
H -2.51 2.56 -0.96
H -2.62 1.51 -2.28
H -1.60 2.82 -2.53
H -0.01 1.96 -0.85
H -1.64 -0.65 -0.45
H -1.82 0.62 0.67
H -0.63 -2.09 1.72
H -1.37 -0.71 2.38
H 0.26 -0.94 2.73
H -0.59 -0.27 -2.52
H 0.67 0.17 -1.57
C -1.03 8.57 -1.18
C -1.87 7.56 -0.40
C -1.54 6.05 -0.59
O -2.19 5.13 0.32
C -3.53 4.84 0.01
N -1.84 7.93 1.05
H -1.52 9.52 -1.37
H -0.97 8.19 -2.20
H 0.02 8.69 -0.89
H -2.91 7.60 -0.71
H -0.51 5.91 -0.25
H -1.70 5.74 -1.62
H -3.96 4.08 0.66
H -3.65 4.53 -1.03
H -4.19 5.71 0.02
H -0.92 7.64 1.35
H -2.41 7.28 1.57
```

The value obtained for the frontier orbital gap is 8.6582 eV. As for the structure (SMILES): COC[C@H](C)N.COC[C@H](C)N.COC[C@H](C)N.COC[C@H](C)N.COC[C@H](C)N.COC[C@H](C)N.OCCO.OCCO.OCCO. Its highest occupied orbital energy is -8.590 eV. The calculation puts the energy above the lowest of the compared OMol25 structures with the same formula, charge and spin at 11.609 eV. As for the spin multiplicity: 1.

---

Record 3
The following is a DFT calculation (the ωB97M-V functional and the def2-TZVPD basis) of 14 unconnected molecules or ions with the total composition C30H85BN4O12.

```
132
Properties=species:S:1:pos:R:3
O -2.39 -3.22 1.08
H 2.77 -12.47 2.22
H -1.43 -3.24 1.07
H -2.73 -2.78 0.31
B -1.34 1.77 -4.55
H -0.43 10.45 -1.22
H -0.25 0.16 8.97
H 8.79 -9.00 1.64
H 0.61 0.45 -0.69
C 2.69 -0.94 -3.89
C 1.44 -0.29 -4.35
O 0.68 -0.13 -3.18
H 2.48 -1.76 -3.14
H 3.30 -0.13 -3.41
H 3.33 -1.34 -4.68
H 0.91 -0.91 -5.07
H 1.66 0.74 -4.85
H 0.08 0.58 -3.38
C -0.75 5.31 -2.12
C 0.17 6.50 -1.95
O -0.16 7.72 -2.63
H -0.62 4.96 -3.16
H -1.79 5.66 -1.99
H -0.42 4.48 -1.46
H 1.23 6.19 -2.09
H 0.13 6.74 -0.93
H -0.26 7.60 -3.58
C -1.68 0.37 -8.47
C -3.04 0.30 -7.75
O -3.04 -0.75 -6.77
H -1.52 -0.49 -9.16
H -0.94 0.26 -7.65
H -1.52 1.30 -9.00
H -3.81 0.03 -8.43
H -3.37 1.26 -7.28
H -2.83 -0.31 -5.93
C 5.11 5.00 5.43
O 3.85 4.59 5.04
C 3.37 5.19 3.87
C 2.76 4.08 2.99
N 2.49 4.54 1.63
C 3.72 4.56 0.75
C 3.28 4.58 -0.73
O 2.40 3.53 -0.98
C 3.13 2.33 -1.36
H 5.16 5.79 6.19
H 5.64 5.29 4.54
H 5.77 4.20 5.87
H 4.16 5.73 3.39
H 2.60 5.96 4.05
H 1.84 3.69 3.42
H 3.48 3.31 3.01
H 1.85 3.91 1.15
H 4.29 3.61 0.92
H 4.32 5.42 1.04
H 4.16 4.52 -1.41
H 2.75 5.52 -0.96
H 3.74 2.59 -2.22
H 2.41 1.51 -1.57
H 3.87 2.03 -0.56
C -0.29 -3.07 7.40
O 0.14 -2.62 6.08
C -0.40 -1.33 5.81
C 0.56 -0.55 4.92
N 0.64 -1.07 3.52
C 1.15 -0.16 2.51
C 0.00 0.76 2.13
O 0.52 1.76 1.29
C -0.39 2.79 0.98
H 0.18 -4.04 7.58
H -1.35 -3.08 7.48
H 0.14 -2.36 8.14
H -0.44 -0.73 6.73
H -1.33 -1.51 5.30
H 1.48 -0.43 5.48
H 0.16 0.49 4.90
H 1.18 -1.94 3.52
H 1.56 -0.76 1.62
H 2.04 0.42 2.82
H -0.34 1.16 3.09
H -0.85 0.15 1.71
H -1.00 2.67 0.09
H 0.15 3.72 0.70
H -1.02 3.01 1.82
C -4.67 1.40 3.14
O -3.87 1.40 1.93
C -3.96 0.07 1.32
C -3.51 0.29 -0.12
N -3.84 -0.89 -0.99
C -3.65 -0.63 -2.45
C -4.25 -1.67 -3.37
O -3.45 -2.82 -3.36
C -4.03 -3.88 -4.08
H -5.26 2.29 3.24
H -3.93 1.29 3.97
H -5.39 0.60 3.17
H -5.04 -0.17 1.35
H -3.37 -0.68 1.81
H -2.47 0.56 -0.05
H -3.96 1.22 -0.56
H -4.85 -1.13 -0.85
H -2.55 -0.61 -2.62
H -4.13 0.30 -2.64
H -4.46 -1.26 -4.37
H -5.21 -1.89 -2.91
H -3.24 -4.64 -3.99
H -4.14 -3.59 -5.14
H -4.94 -4.20 -3.58
C 0.20 -4.84 -3.81
O 0.80 -5.29 -2.61
C 1.58 -4.26 -2.01
C 0.82 -3.37 -1.01
N 0.35 -4.09 0.18
C 1.34 -4.88 0.82
C 0.66 -5.53 2.03
O 0.07 -4.47 2.75
C -0.60 -4.76 3.96
H 0.90 -4.84 -4.68
H -0.36 -3.87 -3.72
H -0.58 -5.56 -4.10
H 1.99 -3.58 -2.73
H 2.45 -4.68 -1.55
H -0.05 -3.03 -1.50
H 1.45 -2.50 -0.74
H -0.40 -4.73 -0.13
H 2.19 -4.33 1.13
H 1.80 -5.69 0.22
H 1.31 -6.20 2.66
H -0.12 -6.18 1.73
H -1.19 -5.66 3.70
H -1.15 -3.87 4.13
H 0.08 -5.00 4.77
```

The value obtained for the frontier orbital gap is 0.9625 eV. Its highest occupied orbital energy is -6.382 eV. The calculation puts the energy above the lowest of the compared OMol25 structures with the same formula, charge and spin at 0.000 eV. As for the spin multiplicity: 1.

---

Which value of spin multiplicity does entry 3 give? 1

---

Look up the spin multiplicity of the first one. 4

---

Among the records above, which one has the highest spin multiplicity? C30H83CrF3N5O12